Entry 1:
C39H45N3O5 | ωB97M-V/def2-TZVPD

CARTESIAN COORDINATES (ANGSTROEM)
C (5.3930, -4.3764, 0.0808)
N (4.6661, -4.6741, -1.1336)
C (4.7458, -6.0457, -1.5865)
C (4.0366, -3.6716, -1.8837)
C (4.7522, -2.9716, -2.8792)
C (4.1270, -1.9684, -3.6039)
C (2.7866, -1.6590, -3.3737)
C (2.1187, -0.5280, -4.1511)
C (2.2313, 0.7900, -3.5127)
C (1.2615, 1.1664, -2.5282)
O (0.3305, 0.4682, -2.1511)
O (1.4651, 2.3823, -1.9144)
C (2.3433, 3.2976, -2.6152)
C (1.7035, 3.7840, -3.9028)
C (2.6277, 4.4591, -1.6579)
O (3.5936, 2.6473, -2.8535)
C (3.5063, 1.4692, -3.5665)
O (4.4957, 1.0547, -4.1421)
C (2.0769, -2.3302, -2.3774)
C (2.6854, -3.3344, -1.6386)
H (5.3134, -3.3061, 0.3071)
H (4.9775, -4.9536, 0.9195)
H (6.4525, -4.6523, -0.0309)
H (4.2067, -6.1487, -2.5345)
H (5.7937, -6.3474, -1.7272)
H (4.2980, -6.7162, -0.8396)
H (5.7991, -3.2232, -3.0557)
H (4.6852, -1.3824, -4.3337)
H (2.6104, -0.4542, -5.1290)
H (1.0498, -0.7513, -4.2369)
H (1.4910, 2.9589, -4.5915)
H (0.7738, 4.3067, -3.6584)
H (2.3785, 4.4980, -4.3862)
H (3.0886, 4.0805, -0.7404)
H (3.3107, 5.1675, -2.1356)
H (1.6930, 4.9705, -1.4129)
H (1.0463, -2.0326, -2.1770)
H (2.1405, -3.8752, -0.8632)
C (-5.8680, -0.7876, 0.8422)
N (-4.8255, 0.1541, 0.5237)
C (-5.1294, 1.3588, -0.0484)
O (-6.2498, 1.7512, -0.3729)
C (-3.8379, 2.1444, -0.1617)
C (-3.9302, 3.4434, 0.6275)
C (-4.2210, 3.1549, 2.0784)
C (-5.5387, 3.0365, 2.5326)
C (-5.8034, 2.7504, 3.8712)
C (-4.7462, 2.5792, 4.7708)
C (-3.4270, 2.7143, 4.3263)
C (-3.1710, 3.0105, 2.9862)
N (-2.8418, 1.2176, 0.3599)
C (-1.5390, 1.5456, 0.4136)
C (-0.5499, 0.7079, 0.9236)
C (0.7888, 1.0683, 1.0497)
C (1.8121, 0.2179, 1.5932)
C (3.1453, 0.6809, 1.7774)
C (4.1264, -0.1506, 2.3027)
C (3.8227, -1.4743, 2.6575)
C (2.5169, -1.9482, 2.4937)
C (1.5271, -1.1216, 1.9762)
C (-3.4220, -0.0634, 0.8238)
C (-3.2206, -0.3401, 2.3369)
C (-3.2281, -1.8587, 2.4702)
C (-3.0451, -2.4661, 1.0620)
C (-2.9087, -1.3213, 0.0636)
H (-6.8137, -0.3427, 0.5199)
H (-5.7158, -1.7376, 0.3147)
H (-5.9194, -0.9839, 1.9221)
H (-3.6475, 2.3385, -1.2302)
H (-3.0010, 4.0104, 0.5118)
H (-4.7554, 4.0133, 0.1851)
H (-6.3576, 3.1708, 1.8218)
H (-6.8391, 2.6666, 4.2075)
H (-4.9506, 2.3527, 5.8188)
H (-2.5883, 2.5961, 5.0157)
H (-2.1456, 3.1340, 2.6313)
H (-1.2821, 2.5207, -0.0092)
H (-0.8630, -0.2843, 1.2469)
H (1.0723, 2.0786, 0.7476)
H (3.3734, 1.7121, 1.5027)
H (5.1401, 0.2233, 2.4431)
H (4.5901, -2.1281, 3.0720)
H (2.2559, -2.9677, 2.7761)
H (0.5145, -1.5087, 1.8631)
H (-2.2690, 0.0936, 2.6581)
H (-4.0156, 0.1582, 2.9075)
H (-2.4291, -2.1951, 3.1420)
H (-4.1780, -2.1891, 2.9077)
H (-2.1674, -3.1226, 1.0385)
H (-3.9154, -3.0850, 0.8112)
H (-3.5119, -1.4669, -0.8420)
H (-1.8722, -1.1594, -0.2460)

Atoms 1-6, force components in eV/Å:
-0.295 0.005 -0.476
0.279 -0.661 0.618
-0.106 0.519 0.045
-0.434 0.810 -0.604
-0.487 -0.315 0.571
0.036 -0.004 -0.092

Summary:
Relative energy (zero: lowest compared OMol25 entry of this formula, charge and spin), eV: 0.581
E_HOMO, eV: -6.115
E_tot, a.u.: -2053.56477

***

Entry 2:
C29H35NO7 | ωB97M-V/def2-TZVPD

CARTESIAN COORDINATES (ANGSTROEM)
C (2.2249, 3.6226, 1.7037)
H (2.6773, 2.7367, 2.1493)
H (2.9889, 4.2749, 1.2779)
H (1.6514, 4.1701, 2.4534)
O (1.3431, 3.1758, 0.6789)
C (1.4281, 3.7529, -0.5217)
O (2.1373, 4.6886, -0.7791)
C (0.5579, 3.0130, -1.5189)
C (1.4298, 1.9276, -2.0881)
C (1.6346, 0.7743, -1.4733)
C (2.5875, -0.2818, -1.9421)
C (3.8929, -0.1757, -1.1504)
H (3.6810, -0.2019, -0.0851)
H (4.5481, -1.0031, -1.4091)
H (4.3926, 0.7619, -1.3802)
H (2.8075, -0.1559, -3.0062)
C (1.9604, -1.6718, -1.7501)
C (0.6008, -1.7027, -2.3874)
N (-0.3855, -2.0702, -1.6970)
O (-1.6197, -2.0935, -2.3337)
C (-2.6120, -2.5708, -1.4521)
C (-2.8992, -1.6105, -0.2873)
O (-4.2195, -1.1282, -0.4270)
C (-4.5284, -0.0824, 0.4861)
C (-4.1562, -0.4383, 1.8962)
C (-3.3267, -1.4320, 2.1688)
C (-2.7711, -2.3123, 1.0830)
O (-1.4825, -2.8251, 1.3421)
C (-0.4243, -1.9990, 1.5966)
C (0.7929, -2.6438, 1.8023)
C (1.9389, -1.9355, 2.1125)
C (1.8929, -0.5499, 2.2172)
C (0.6809, 0.0985, 1.9971)
C (-0.4643, -0.6126, 1.6956)
H (-1.3832, -0.0688, 1.5539)
H (0.6464, 1.1736, 2.0638)
O (2.9615, 0.2527, 2.5239)
C (4.1734, -0.3628, 2.8874)
H (4.8517, 0.4494, 3.1452)
H (4.6032, -0.9378, 2.0605)
H (4.0452, -1.0169, 3.7558)
H (2.8585, -2.4773, 2.2697)
H (0.8222, -3.7190, 1.7224)
H (-3.3955, -3.2196, 1.0432)
H (-3.0451, -1.6905, 3.1793)
H (-4.5942, 0.1681, 2.6744)
C (-3.9027, 1.2316, 0.0312)
C (-3.1711, 2.0536, 0.8774)
C (-2.6318, 3.2388, 0.4045)
C (-2.8122, 3.6102, -0.9163)
C (-3.5260, 2.7849, -1.7697)
C (-4.0680, 1.6041, -1.2979)
H (-4.6211, 0.9515, -1.9566)
H (-3.6637, 3.0641, -2.8036)
H (-2.3944, 4.5374, -1.2793)
H (-2.0652, 3.8713, 1.0719)
H (-3.0208, 1.7794, 1.9111)
H (-5.6205, 0.0175, 0.4136)
H (-2.1819, -0.7788, -0.3482)
H (-2.3167, -3.5515, -1.0628)
H (-3.5123, -2.6652, -2.0613)
H (0.5334, -1.4261, -3.4392)
H (1.8429, -1.8887, -0.6767)
O (2.8189, -2.6282, -2.3455)
C (2.5012, -3.9538, -2.0040)
H (1.4973, -4.2305, -2.3433)
H (2.5552, -4.1030, -0.9187)
H (3.2393, -4.5825, -2.4987)
H (1.1347, 0.5623, -0.5371)
H (1.9458, 2.1639, -3.0081)
H (0.2325, 3.7010, -2.2968)
H (-0.2975, 2.5857, -0.9978)

Atoms 1-6, force components in eV/Å:
0.355 0.208 0.127
-0.058 0.052 -0.015
-0.072 -0.071 0.102
0.022 -0.028 -0.051
-0.243 -0.310 0.257
-0.286 0.213 -0.439

Summary:
E_HOMO, eV: -7.995
E_tot, a.u.: -1707.37257
SMILES: COC(=O)C/C=C/[C@@H](C)[C@@H](/C=N/OC[C@H]1O[C@H](c2ccccc2)C=C[C@@H]1Oc1ccc(OC)cc1)OC

***

Entry 3:
C33H38N10P2Zn | ωB97M-V/def2-TZVPD

CARTESIAN COORDINATES (ANGSTROEM)
Zn (-0.5934, 0.8591, 0.3230)
C (-0.4504, -0.7722, 4.7119)
C (-0.8952, 0.1319, 3.7533)
N (-0.1098, 0.5302, 2.7621)
C (1.1386, 0.0581, 2.7417)
C (1.5621, -0.8745, 3.6850)
N (0.7659, -1.2981, 4.6585)
C (2.0266, 0.6154, 1.6894)
C (3.4051, 0.5646, 1.7726)
C (4.1729, 1.2541, 0.8342)
C (3.5035, 2.0349, -0.1032)
C (2.1182, 2.0440, -0.1263)
N (1.4046, 1.2883, 0.7141)
C (1.3280, 2.9545, -0.9993)
C (1.9127, 3.8010, -1.9395)
N (1.2006, 4.6636, -2.6511)
C (-0.1039, 4.7005, -2.4184)
C (-0.7047, 3.8496, -1.4974)
N (0.0067, 2.9738, -0.7970)
C (5.6471, 1.2009, 0.8724)
C (6.4170, 2.3325, 0.6273)
C (7.7985, 2.2177, 0.6797)
N (8.4309, 1.0789, 0.9379)
C (7.6904, 0.0004, 1.1653)
C (6.3032, 0.0072, 1.1529)
H (-1.0957, -1.0805, 5.5255)
H (-1.9033, 0.5282, 3.7910)
H (2.5544, -1.3058, 3.6463)
H (3.8944, 0.0478, 2.5848)
H (4.0739, 2.6283, -0.8011)
H (2.9767, 3.7829, -2.1327)
H (-0.6953, 5.4150, -2.9773)
H (-1.7761, 3.8737, -1.3424)
H (5.9683, 3.2979, 0.4330)
H (8.4226, 3.0867, 0.5072)
H (8.2277, -0.9190, 1.3664)
H (5.7616, -0.9131, 1.3280)
C (0.2811, 0.7844, -3.3634)
P (-0.9282, 0.2573, -2.1078)
C (-1.3448, -1.4351, -2.6284)
C (-2.4467, 1.1997, -2.4872)
C (-2.7689, 1.5100, -3.8061)
C (-3.9149, 2.2280, -4.1127)
C (-4.7645, 2.6386, -3.0968)
C (-4.4644, 2.3325, -1.7791)
C (-3.3094, 1.6204, -1.4585)
P (-2.9329, 1.2521, 0.2815)
C (-3.6456, 2.5946, 1.2682)
C (-3.9346, -0.2090, 0.6844)
H (0.0326, 0.3863, -4.3476)
H (1.2657, 0.4067, -3.0851)
H (0.3231, 1.8711, -3.4286)
H (-1.7209, -1.4313, -3.6518)
H (-2.1113, -1.8566, -1.9766)
H (-0.4543, -2.0603, -2.5665)
H (-2.1175, 1.1933, -4.6110)
H (-4.1436, 2.4628, -5.1432)
H (-5.6620, 3.1951, -3.3302)
H (-5.1419, 2.6617, -1.0020)
H (-4.7320, 2.6352, 1.1897)
H (-3.2282, 3.5513, 0.9551)
H (-3.3848, 2.4404, 2.3156)
H (-4.9830, -0.0308, 0.4424)
H (-3.8553, -0.4414, 1.7472)
H (-3.5833, -1.0661, 0.1086)
C (-1.3036, -5.6280, -0.6268)
C (-1.5167, -5.5472, 0.8801)
C (-2.8680, -4.9307, 1.2227)
C (-0.3600, -4.8328, 1.5772)
N (-0.1923, -3.4485, 1.1043)
C (-0.8777, -2.3405, 1.3803)
N (-0.4001, -1.3671, 0.6334)
N (0.5935, -1.9099, -0.1024)
N (0.7272, -3.1454, 0.1792)
H (-2.1025, -6.2048, -1.0909)
H (-0.3551, -6.1015, -0.8801)
H (-1.3137, -4.6342, -1.0834)
H (-1.4931, -6.5622, 1.2876)
H (-2.9949, -3.9531, 0.7465)
H (-3.0075, -4.8132, 2.2994)
H (-3.6761, -5.5614, 0.8549)
H (0.5951, -5.3111, 1.3692)
H (-0.4965, -4.7815, 2.6575)
H (-1.6717, -2.2766, 2.1033)

Atoms 1-6, force components in eV/Å:
0.254 -0.049 -0.107
-0.076 0.017 0.021
0.009 -0.053 -0.001
-0.046 0.003 0.043
0.017 -0.042 0.059
-0.024 0.033 -0.071

Summary:
E_HOMO, eV: -13.837
E_tot, a.u.: -4289.50119
Total charge: +2

***

Entry 4:
C3H12O5 | ωB97M-V/def2-TZVPD

CARTESIAN COORDINATES (ANGSTROEM)
O (-0.0195, -0.3783, 2.5586)
C (0.7868, 0.4669, 2.2804)
O (1.6224, 0.3089, 1.2206)
C (0.9496, 1.8288, 2.9351)
C (2.0912, 2.7137, 2.4277)
H (1.5057, -0.5391, 0.7793)
H (1.0494, 1.5749, 3.9964)
H (-0.0277, 2.2470, 2.8869)
H (2.7709, 2.2178, 1.7697)
H (2.5405, 3.1988, 3.2981)
H (1.6344, 3.6233, 2.0253)
H (-1.3756, -0.7094, -4.5717)
H (-1.8627, 0.7457, -4.3233)
O (-1.1867, 0.1025, -4.0931)
H (-2.4410, -3.2063, -2.6391)
H (-3.2254, -4.4848, -2.4820)
O (-3.0391, -3.7908, -3.1224)
H (-0.8757, -1.5655, -2.2821)
H (-0.1147, -2.0623, -1.0094)
O (-0.7829, -2.2918, -1.6551)

Atoms 1-6, force components in eV/Å:
0.026 0.167 0.400
-0.036 -0.125 -1.020
0.491 0.529 0.020
0.737 -1.625 0.449
-1.516 1.489 1.320
-0.335 -0.199 0.331

Summary:
Relative energy (zero: lowest compared OMol25 entry of this formula, charge and spin), eV: 0.581
E_HOMO, eV: -10.583
E_tot, a.u.: -497.70617
SMILES: CCC(=O)O.O.O.O

***

Q: Look up the E_tot of the third one.
A: -4289.50119 a.u.

***

Q: Which of these has the highest E_tot?
A: C3H12O5

***

Q: The lowest E_tot belongs to which entry?
A: C33H38N10P2Zn